No. 1
The following is a quantum chemistry calculation of a cluster of 40 separate species, H80O40 in total, from the OMol25 dataset.

Summary:
- E_LUMO: -0.018 hartree
- F_max: 0.0464 Eh/bohr
- Relative energy (zero: lowest compared OMol25 entry of this formula, charge and spin): 170.09 kcal per mole
- Kohn-Sham gap: 9.74 eV
- Calculated total energy: -3057.4863 a.u.

Geometry (Å):
H: -0.2617 -1.1302 -4.6257
H: -1.8300 -1.3973 -4.5704
O: -1.1353 -0.7362 -4.5050
H: -4.9494 0.8108 3.9316
H: -5.4845 -0.1036 2.7264
O: -5.4342 0.0275 3.6753
H: 3.8148 -5.5022 2.2229
H: 3.8063 -4.7384 1.0062
O: 3.9068 -5.6700 1.2717
H: 1.1760 3.4871 0.9539
H: 0.2360 3.1445 -0.3423
O: 0.9229 3.6786 0.0538
H: 5.3571 1.7530 0.5049
H: 6.0155 2.2574 1.6665
O: 5.7128 1.3945 1.3456
H: 3.3997 5.2459 0.2105
O: 3.7071 4.8816 -0.6494
H: -0.5362 -3.0601 -3.3220
O: -0.2519 -3.6820 -4.0146
H: 2.3453 5.6859 2.8791
H: 1.6369 5.3356 1.5881
O: 2.3137 5.0002 2.2014
H: -5.8922 0.3863 -0.2743
H: -6.4079 0.6105 -1.6662
O: -6.6649 0.7039 -0.7502
H: 0.1711 1.3870 1.3154
H: -0.7168 0.4573 0.5794
O: -0.5735 0.7935 1.4753
H: -3.6317 -0.2165 -0.2567
H: -4.1097 -1.6746 -0.4670
O: -4.0545 -0.8049 -0.8938
H: 4.9107 -2.8085 -0.2828
O: 5.0596 -3.5774 -0.8535
H: 1.8944 0.5968 -2.8665
H: 2.4105 1.4088 -3.8372
O: 2.5442 0.4679 -3.5714
H: -2.6245 -5.4913 1.5651
H: -2.4792 -4.8445 2.9171
O: -3.1265 -4.9861 2.2109
H: -4.7582 4.4065 -2.0698
H: -3.6496 3.1719 -1.7419
O: -4.4627 3.6595 -1.5570
H: -1.6894 -4.0136 0.6235
H: -2.7002 -2.8380 0.5762
O: -2.4169 -3.6366 0.1139
H: 5.5656 -0.6251 -2.0459
H: 4.0191 -0.8213 -2.5561
O: 4.8190 -1.2075 -2.1896
H: 1.5843 3.1639 -3.7212
H: 0.2624 2.6661 -3.1488
O: 1.2166 2.6561 -2.9867
H: -0.6710 3.1369 2.7527
O: -0.1681 3.9532 2.7675
H: -0.4726 0.0609 -3.0845
H: -1.5474 -0.2366 -2.1287
O: -0.6792 0.1964 -2.1094
H: -1.5570 3.0998 -1.1891
O: -1.9824 2.5664 -1.8669
H: -2.0231 0.2158 5.0740
H: -3.3903 -0.1545 5.4286
O: -2.6860 -0.4455 4.8333
H: 4.6506 2.1972 -0.9137
H: 4.9132 3.8256 -0.9089
O: 5.2960 2.9043 -0.9186
H: -4.8951 -3.8495 1.6336
H: -5.4183 -3.9138 0.3245
O: -5.3303 -3.2366 1.0197
H: 0.4119 6.2444 -3.2301
H: 1.0281 5.1842 -2.3419
O: 0.6857 5.3211 -3.2342
H: 0.7647 -3.5206 0.0642
H: 0.4262 -2.0677 0.6581
O: 0.1527 -2.7698 0.0593
H: 0.6491 -2.1025 -2.0712
H: 2.0915 -2.3176 -1.8724
O: 1.4970 -1.7178 -2.3406
H: 0.1276 -1.4265 4.2140
H: 0.7099 -0.4037 5.0950
O: 0.0595 -0.4774 4.3844
H: 1.1726 -0.2071 -1.0496
H: 1.6290 1.1250 -0.8568
O: 1.7032 0.2741 -0.3751
H: -2.2764 -0.3228 2.4546
H: -3.2920 -1.5601 2.7741
O: -2.7288 -1.1111 2.1426
H: -1.5798 -3.0495 -1.3673
H: -2.7234 -2.0287 -1.6796
O: -1.8528 -2.3268 -1.9918
H: 4.9821 -1.5694 1.6772
O: 4.9521 -1.2317 2.5795
H: 2.5529 -1.7448 2.9357
H: 2.4941 -2.6642 1.7412
O: 1.9439 -2.3357 2.4625
H: 0.3147 4.1902 3.5567
H: 2.9563 4.2518 -0.6372
H: -1.6454 1.6422 -1.8413
H: 0.2715 -4.3375 -3.5413
H: 4.6676 -3.1157 -1.6314
H: 4.9657 -0.2868 2.3347
O: -3.2644 3.3113 0.8528
H: -3.8606 3.2280 0.0762
H: -3.7753 2.8532 1.5318
O: 1.8637 -5.0291 -0.5736
H: 2.0860 -5.6598 0.1397
H: 2.5801 -5.2342 -1.1884
O: 3.2843 0.1241 4.2846
H: 3.2980 0.6427 5.0965
H: 4.2159 -0.0632 4.1283
O: -4.9751 1.4539 -2.7586
H: -5.6226 0.7496 -2.8041
H: -4.8155 1.5805 -3.7213
O: -0.6816 -3.3087 2.5390
H: -1.0232 -2.6611 1.9162
H: 0.2514 -3.0731 2.6991
O: -3.1650 1.8223 -4.7228
H: -2.5775 1.0676 -4.6346
H: -2.9036 2.5676 -4.1754
O: 2.8232 2.1414 0.9550
H: 3.4186 1.3944 0.9126
H: 2.7259 2.5630 1.8124

***

No. 2
The following is a quantum chemistry calculation of a structure of composition H8LiO8S, from the OMol25 dataset.

Summary:
- E_LUMO: 0.076 hartree
- F_max: 0.0414 Eh/bohr
- Relative energy (zero: lowest compared OMol25 entry of this formula, charge and spin): 6.66 kcal per mole
- Kohn-Sham gap: 5.27 eV
- Calculated total energy: -1012.5896 a.u.
- Total charge: -1

Geometry (Å):
Li: 0.3125 0.0877 0.3520
S: 0.6630 1.6294 2.4308
O: 0.9093 0.9802 3.7221
O: -0.5951 1.1552 1.8173
O: 0.6563 3.1112 2.5332
O: 1.7097 1.1781 1.4623
O: -1.1823 -1.4950 -2.6449
H: -1.0112 -0.6727 -2.1474
H: -2.1402 -1.5778 -2.6580
O: 1.8788 -0.6080 -0.8286
H: 2.7394 -0.8464 -0.4656
H: 1.7724 -1.1381 -1.6296
O: -0.8892 -1.7446 0.4216
H: -0.6147 -2.6549 0.2720
H: -1.5214 -1.7804 1.1508
O: -0.7285 1.1500 -1.0921
H: -0.2934 1.8493 -1.5954
H: -1.6651 1.3767 -1.1004

***

No. 3
The following is a quantum chemistry calculation of a structure of composition H8NaO4, from the OMol25 dataset.

Summary:
- E_LUMO: -0.164 hartree
- F_max: 0.0106 Eh/bohr
- Relative energy (zero: lowest compared OMol25 entry of this formula, charge and spin): 40.75 kcal per mole
- Kohn-Sham gap: 10.30 eV
- Calculated total energy: -467.8549 a.u.
- Total charge: +1

Geometry (Å):
Na: 13.6065 -17.3048 -7.2655
O: 15.2376 -17.3685 -3.8926
H: 15.8344 -18.1046 -3.7573
H: 15.2872 -16.8666 -3.0790
O: 15.1462 -13.8156 -7.1961
H: 16.0724 -13.6702 -7.0034
H: 15.0168 -13.4259 -8.0607
O: 14.5457 -16.4211 -10.9800
H: 14.0838 -15.9827 -11.6947
H: 15.4426 -16.5207 -11.2994
O: 10.6028 -19.8442 -6.5765
H: 10.5009 -20.0400 -5.6451
H: 9.7554 -20.0657 -6.9625

***

No. 4
The following is a quantum chemistry calculation of a structure of composition H8O12S2Tl, from the OMol25 dataset.

Summary:
- E_LUMO: 0.050 hartree
- F_max: 0.1357 Eh/bohr
- Relative energy (zero: lowest compared OMol25 entry of this formula, charge and spin): 0.00 kcal per mole
- Kohn-Sham gap: 6.57 eV
- Calculated total energy: -1876.4998 a.u.
- Total charge: -1

Geometry (Å):
Tl: -0.8925 -0.7999 -0.4597
S: 1.3857 2.5005 0.4396
O: 2.5883 1.9000 -0.1433
O: 1.6256 2.7630 1.9241
O: 1.0651 3.7753 -0.1986
O: 0.2488 1.5875 0.4258
S: 0.7333 0.2083 3.0069
O: 1.2386 -0.5925 4.1051
O: 0.1591 -0.5984 1.9298
O: -0.2793 1.1740 3.4723
O: 1.8600 1.0913 2.4860
O: -1.7236 -3.6186 -1.1650
H: -2.4759 -3.9747 -1.6461
H: -1.4862 -4.3032 -0.5318
O: 2.0343 -0.7070 -0.5682
H: 2.9008 -0.9415 -0.2306
H: 2.1468 0.1821 -0.9454
O: 0.4049 0.6517 -2.6355
H: 0.2481 1.5571 -2.9219
H: 0.8764 0.2348 -3.3623
O: -3.8382 -0.7598 -0.9377
H: -4.5436 -0.8164 -0.2859
H: -4.2769 -0.5138 -1.7575

***

No. 5
The following is a quantum chemistry calculation of a cluster of 4 separate species, H8O4 in total, from the OMol25 dataset.

Summary:
- E_LUMO: 0.006 hartree
- SMILES: O.O.O.O
- F_max: 0.2381 Eh/bohr
- Relative energy (zero: lowest compared OMol25 entry of this formula, charge and spin): 65.67 kcal per mole
- Kohn-Sham gap: 11.36 eV
- Calculated total energy: -305.6746 a.u.

Geometry (Å):
O: -0.0062 0.7624 0.2152
H: -0.6912 0.3064 0.2042
H: 0.1688 0.7494 1.1422
O: 0.6958 1.7834 -1.9688
H: 0.1918 2.4744 -1.8278
H: 0.7208 1.5444 -1.0838
O: -0.0502 -1.7706 -1.5408
H: -0.3372 -0.9936 -1.9538
H: 0.7718 -1.4406 -1.3228
O: -0.8142 -1.2596 2.4632
H: -0.7922 -1.0336 3.5322
H: 0.1418 -1.1226 2.1402

***

No. 6
The following is a quantum chemistry calculation of a cluster of 4 separate species, H8O4 in total, from the OMol25 dataset.

Summary:
- E_LUMO: 0.016 hartree
- SMILES: O.O.O.O
- F_max: 0.0866 Eh/bohr
- Relative energy (zero: lowest compared OMol25 entry of this formula, charge and spin): 25.76 kcal per mole
- Kohn-Sham gap: 11.37 eV
- Calculated total energy: -305.7382 a.u.

Geometry (Å):
H: -0.3819 1.1181 -0.3534
H: 0.4195 2.4899 -0.1750
H: 0.3101 0.3395 1.5562
H: 0.7820 -1.0554 0.8517
H: -1.1225 -0.7027 0.3816
H: -2.4972 -0.4496 -0.5764
H: 0.3224 -0.9253 -0.9325
H: 1.7116 -0.0897 -0.8763
O: 0.4698 1.4461 -0.0703
O: 0.1553 -0.6387 1.5046
O: -1.5319 -0.4447 -0.5323
O: 1.3627 -1.0874 -0.7778

***

No. 7
The following is a quantum chemistry calculation of a cluster of 4 separate species, H8O4 in total, from the OMol25 dataset.

Summary:
- E_LUMO: 0.006 hartree
- SMILES: O.O.O.O
- F_max: 0.0042 Eh/bohr
- Relative energy (zero: lowest compared OMol25 entry of this formula, charge and spin): 16.39 kcal per mole
- Kohn-Sham gap: 11.22 eV
- Calculated total energy: -305.7531 a.u.

Geometry (Å):
O: -2.9776 0.9497 -2.1754
H: -3.5701 0.4910 -1.5735
H: -2.2826 1.3080 -1.6095
O: 0.4821 -1.7350 2.3880
H: 1.0509 -1.2142 1.8046
H: 0.3511 -1.1838 3.1636
O: -0.2836 0.7482 -1.1501
H: -0.5411 -0.0890 -1.5486
H: 0.5294 0.5552 -0.6641
O: 2.0493 -0.0311 0.5647
H: 2.5266 0.7907 0.7227
H: 2.6657 -0.5897 0.0775

***

No. 8
The following is a quantum chemistry calculation of a cluster of 4 separate species, H8O4 in total, from the OMol25 dataset.

Summary:
- E_LUMO: 0.016 hartree
- SMILES: O.O.O.O
- F_max: 0.0168 Eh/bohr
- Relative energy (zero: lowest compared OMol25 entry of this formula, charge and spin): 15.33 kcal per mole
- Kohn-Sham gap: 11.40 eV
- Calculated total energy: -305.7548 a.u.

Geometry (Å):
O: -0.5835 0.2004 0.2427
H: -1.4425 -0.0901 -0.0894
H: -0.7424 0.4389 1.1720
O: -0.1237 -0.9448 -3.2430
H: 0.0360 -1.2207 -2.3312
H: 0.7221 -0.5863 -3.5301
O: 1.4962 -1.4910 -0.3125
H: 1.4919 -2.1940 0.3442
H: 0.6776 -0.9622 -0.1266
O: -0.7635 1.9941 2.5449
H: -0.1127 2.0270 3.2554
H: -0.6554 2.8287 2.0737